{"formula": "C22H14AlN5O2S3", "method": "the ωB97M-V functional and the def2-TZVPD basis", "species": ["Al", "S", "C", "C", "C", "C", "N", "C", "C", "C", "S", "C", "N", "H", "H", "S", "C", "C", "C", "N", "C", "C", "C", "C", "C", "N", "C", "C", "H", "H", "H", "H", "H", "H", "H", "H", "O", "C", "C", "C", "C", "O", "N", "H", "H", "H", "H"], "coordinates": [[1.5998, 1.8592, -0.9155], [0.7918, 3.8929, -0.4507], [0.9236, 3.4523, 1.2668], [-0.0439, 3.9607, 2.1584], [-0.0694, 3.5561, 3.4952], [-1.1148, 4.0316, 4.3260], [-1.9636, 4.4087, 5.0105], [0.9527, 2.7058, 3.9844], [1.9683, 2.2965, 3.1233], [1.9419, 2.6229, 1.7500], [3.1387, 1.9066, 0.6863], [0.9536, 2.2747, 5.3444], [0.9934, 1.9305, 6.4401], [-0.7950, 4.6374, 1.7885], [2.7638, 1.6752, 3.4816], [-3.2449, -1.8793, 1.2614], [-1.9649, -0.7503, 0.8159], [-2.2185, 0.2687, -0.0777], [-1.1591, 1.0696, -0.4656], [0.0819, 0.8677, -0.0027], [0.3025, -0.0838, 0.9101], [-0.7084, -0.8826, 1.3838], [-2.9268, -3.1374, 0.0502], [-3.7034, -3.2532, -1.0951], [-3.3680, -4.2434, -2.0110], [-2.3720, -5.1121, -1.8667], [-1.6541, -5.0213, -0.7432], [-1.8975, -4.0443, 0.2244], [-3.1676, 0.4368, -0.5188], [-1.2701, 1.8500, -1.1943], [1.3386, -0.2010, 1.2293], [-0.5181, -1.6650, 2.1237], [-4.5368, -2.5838, -1.2618], [-3.9128, -4.3189, -2.9593], [-0.8659, -5.7668, -0.6008], [-1.3189, -4.0134, 1.1392], [0.8771, -1.7163, -1.9719], [1.5835, -0.9232, -2.5486], [2.4227, -1.1865, -3.8030], [3.1141, 0.1677, -4.1269], [2.6090, 1.0512, -3.0320], [2.8231, 2.2336, -2.7258], [1.7385, 0.4081, -2.2092], [1.7682, -1.5199, -4.6121], [3.1264, -1.9838, -3.6142], [2.7726, 0.6001, -5.0638], [4.2086, 0.1217, -4.1228]], "forces_ev_per_angstrom": [[0.33, -0.23, -0.37], [-0.08, 0.06, -0.09], [-0.62, 0.64, 0.17], [0.60, -0.73, 0.11], [0.80, -0.08, -0.85], [-0.79, 0.28, 0.91], [0.39, -0.16, -0.40], [-0.03, 0.37, -0.72], [-0.67, 0.31, -0.55], [-0.08, -0.11, 0.84], [0.39, -0.30, 0.01], [0.14, -0.02, 0.35], [-0.05, -0.04, -0.05], [-0.17, 0.04, -0.04], [0.22, -0.25, 0.21], [-0.65, -0.16, 0.37], [-0.10, -0.07, 0.32], [1.00, 0.38, -0.21], [0.22, -0.60, 0.33], [-0.15, 0.04, -0.09], [0.48, 0.16, -0.02], [0.05, -0.55, 0.08], [0.03, -0.27, -0.49], [0.11, 0.03, 0.11], [-0.24, 0.09, -0.66], [0.20, 0.07, 0.45], [-0.21, 0.16, 0.06], [0.31, -0.43, 0.20], [-0.78, -0.04, -0.18], [-0.11, 0.32, -0.13], [-0.26, 0.06, -0.01], [-0.02, 0.38, -0.29], [0.03, -0.03, -0.10], [0.04, 0.01, 0.42], [-0.22, 0.32, -0.06], [0.12, -0.05, -0.10], [0.29, 0.20, -0.14], [-0.34, -0.25, -0.10], [0.00, 0.50, -0.29], [-0.08, -0.34, 0.12], [-0.63, -0.22, 0.93], [0.12, 0.12, -0.05], [0.30, 0.53, -0.01], [0.02, 0.01, 0.14], [0.18, -0.21, 0.11], [0.16, -0.03, -0.21], [-0.25, 0.09, -0.05]], "nbo_charge": [1.564, -0.280, -0.181, -0.147, -0.148, 0.265, -0.277, -0.159, -0.115, -0.198, -0.278, 0.276, -0.282, 0.239, 0.232, 0.280, -0.115, -0.244, 0.092, -0.592, 0.068, -0.181, -0.152, -0.255, 0.039, -0.398, 0.047, -0.252, 0.241, 0.224, 0.236, 0.237, 0.230, 0.198, 0.202, 0.224, -0.569, 0.700, -0.508, -0.506, 0.699, -0.633, -0.826, 0.246, 0.246, 0.253, 0.256], "total_energy_ha": -2708.2108, "homo_energy_ha": -0.3151, "relative_energy_kj_mol": 0.0}